{"formula": "C3H5ClF2", "method": "ωB97M-V/def2-TZVPD", "species": ["C", "C", "C", "H", "H", "H", "H", "H", "F", "F", "Cl"], "coordinates": [[1.055, 0.101, 0.770], [-0.313, -0.216, 0.314], [-0.817, 0.113, -1.063], [1.040, 1.163, 1.079], [1.798, -0.079, 0.114], [-1.028, 0.028, 1.123], [-0.285, -1.319, 0.293], [-1.735, -0.460, -0.949], [1.230, -0.745, 1.863], [-0.016, -0.478, -1.996], [-0.929, 1.890, -1.547]], "homo_ev": -11.3, "de_lowest_ev": 0.758, "smiles": "FCC[C@H](F)Cl"}

=====

{"formula": "C8H7NO3S", "method": "ωB97M-V/def2-TZVPD", "species": ["C", "C", "C", "C", "C", "C", "C", "C", "N", "O", "O", "O", "S", "H", "H", "H", "H", "H", "H", "H"], "coordinates": [[0.918, 1.107, 2.382], [1.621, 1.883, 1.439], [-0.112, 0.205, 2.065], [1.378, 1.591, 0.100], [-0.405, -0.019, 0.671], [0.434, 0.657, -0.149], [-0.774, -1.320, -1.994], [-1.350, -0.971, 0.292], [-2.212, -1.706, 0.478], [-2.960, -2.632, 0.387], [1.464, -0.060, -2.372], [-0.591, 1.339, -2.279], [0.165, 0.207, -1.854], [1.258, 1.162, 3.407], [2.553, 2.464, 1.706], [-0.389, -0.426, 2.859], [1.990, 1.812, -0.879], [-0.480, -2.175, -1.311], [-0.646, -1.819, -3.095], [-1.863, -1.301, -1.854]], "homo_ev": -9.4, "de_lowest_ev": 4.110}

=====

{"formula": "C20H30F3N2O4P2S6Tb", "method": "ωB97M-V/def2-TZVPD", "species": ["Tb", "C", "C", "N", "C", "C", "S", "C", "C", "N", "H", "H", "H", "H", "H", "H", "H", "H", "H", "H", "H", "H", "H", "H", "C", "P", "C", "C", "C", "C", "C", "C", "C", "P", "C", "C", "H", "H", "H", "H", "H", "H", "H", "H", "H", "H", "H", "H", "H", "H", "H", "H", "O", "C", "S", "C", "C", "S", "S", "S", "F", "C", "F", "F", "S", "O", "O", "O"], "coordinates": [[0.873, 0.212, -0.915], [-0.194, 3.661, -0.090], [1.129, 3.645, -0.821], [1.987, 2.550, -0.362], [2.682, 2.778, 0.911], [1.872, 2.524, 2.181], [0.733, 1.105, 2.189], [-0.867, 1.933, 2.369], [-1.673, 2.087, 1.076], [-0.830, 2.339, -0.082], [-0.047, 3.977, 0.944], [-0.849, 4.414, -0.547], [0.959, 3.511, -1.889], [1.623, 4.619, -0.682], [2.714, 2.406, -1.059], [3.543, 2.113, 0.908], [3.061, 3.810, 0.960], [2.587, 2.368, 2.989], [1.281, 3.394, 2.466], [-1.458, 1.341, 3.069], [-0.685, 2.891, 2.856], [-2.215, 1.159, 0.907], [-2.430, 2.874, 1.224], [-1.386, 2.263, -0.931], [-2.295, -2.400, -1.692], [-2.004, -0.877, -0.740], [-3.385, 0.156, -1.333], [-2.430, -1.335, 0.980], [-3.702, -1.135, 1.510], [-3.971, -1.422, 2.840], [-2.964, -1.921, 3.651], [-1.699, -2.139, 3.130], [-1.407, -1.856, 1.799], [0.277, -2.075, 1.074], [1.340, -2.402, 2.518], [0.209, -3.786, 0.413], [-3.369, -2.572, -1.810], [-1.869, -3.256, -1.172], [-1.833, -2.322, -2.674], [-4.335, -0.381, -1.281], [-3.188, 0.402, -2.376], [-3.477, 1.092, -0.785], [-4.490, -0.735, 0.888], [-4.961, -1.252, 3.239], [-3.162, -2.143, 4.690], [-0.925, -2.530, 3.777], [1.356, -1.563, 3.211], [2.353, -2.533, 2.134], [1.033, -3.308, 3.044], [-0.478, -4.416, 0.980], [1.219, -4.193, 0.503], [-0.026, -3.810, -0.650], [6.793, -4.062, -1.217], [5.811, -3.376, -1.146], [5.597, -2.078, 0.048], [3.987, -1.604, -0.454], [3.440, -2.275, -1.479], [1.865, -1.980, -2.200], [4.400, -3.546, -2.204], [3.221, -0.289, 0.423], [0.654, 2.589, -5.549], [0.182, 1.364, -5.302], [1.041, 0.459, -5.769], [-0.992, 1.222, -5.933], [-0.059, 1.121, -3.495], [-0.983, 2.142, -3.068], [-0.490, -0.249, -3.273], [1.309, 1.300, -2.926]], "homo_ev": [-6.4, -6.4], "multiplicity": 7, "de_lowest_ev": 0.000, "s_squared": 12.6790}

=====

{"formula": "C14H18N2O4", "method": "ωB97M-V/def2-TZVPD", "species": ["C", "C", "C", "C", "C", "C", "C", "C", "C", "C", "C", "C", "C", "C", "H", "H", "H", "H", "H", "H", "H", "H", "H", "H", "H", "H", "H", "H", "H", "H", "H", "H", "N", "N", "O", "O", "O", "O"], "coordinates": [[3.699, 0.277, -0.527], [2.388, 0.317, -0.020], [4.189, -1.156, -0.849], [4.691, -1.790, 0.553], [5.659, -0.585, 0.640], [-0.031, 0.340, -0.543], [-0.146, 1.809, -0.513], [-0.819, -0.598, 0.466], [-2.392, -0.785, 0.269], [-3.011, -1.550, -0.606], [-3.040, 0.066, 1.212], [-4.447, -1.359, -0.934], [-4.392, 0.209, 1.038], [-5.204, -0.479, -0.009], [4.448, 0.771, 1.328], [3.309, 0.960, -1.542], [5.122, -1.240, -1.529], [3.551, -1.846, -1.421], [5.247, -2.817, 0.308], [3.919, -1.891, 1.364], [6.584, -0.814, -0.147], [6.197, -0.363, 1.729], [1.582, 0.125, -1.897], [-0.460, 0.397, -1.586], [-0.579, -0.077, 1.497], [-0.236, -1.511, 0.395], [-2.412, -2.406, -1.253], [-2.298, 0.576, 1.959], [-4.917, -1.864, -1.652], [-5.079, 1.166, 1.601], [-6.903, 0.100, 0.759], [-2.210, 1.439, -0.543], [4.836, 0.573, 0.378], [1.279, -0.229, -0.920], [2.193, 0.439, 1.168], [0.820, 2.542, -0.675], [-6.635, -0.360, 0.059], [-1.445, 2.203, -0.133]], "homo_ev": -9.1, "de_lowest_ev": 8.554, "smiles": "O=C(O)[C@H](Cc1ccc(O)cc1)NC(=O)[C@@H]1CCCN1"}

=====

{"formula": "C30H43Cl3N5O3PtSi", "method": "ωB97M-V/def2-TZVPD", "species": ["C", "C", "H", "H", "H", "C", "C", "H", "H", "H", "H", "Pt", "Cl", "Cl", "C", "O", "N", "C", "C", "H", "H", "H", "H", "H", "H", "H", "H", "H", "C", "C", "N", "H", "C", "O", "H", "H", "H", "H", "O", "C", "C", "C", "H", "C", "H", "C", "H", "C", "C", "H", "H", "H", "Si", "Cl", "C", "C", "C", "H", "H", "H", "H", "H", "H", "H", "H", "H", "N", "C", "C", "C", "C", "C", "C", "C", "N", "C", "C", "N", "C", "H", "H", "H", "H", "H", "H", "H"], "coordinates": [[1.741, -1.272, -5.149], [0.858, -0.097, -4.817], [1.673, -1.556, -6.205], [1.483, -2.121, -4.515], [2.799, -1.046, -4.943], [0.594, 0.899, -5.757], [0.374, 0.608, -7.174], [0.588, 1.925, -5.405], [-0.164, -0.348, -7.288], [1.273, 0.578, -7.806], [-0.274, 1.383, -7.590], [0.951, -1.766, 0.829], [2.821, -0.561, 0.336], [-0.863, -3.188, 1.336], [0.863, 1.916, 1.021], [0.048, 0.980, 1.026], [0.538, 3.204, 1.274], [-0.864, 3.577, 1.355], [1.557, 4.245, 1.370], [1.945, 1.780, 0.827], [-1.423, 2.753, 1.811], [-1.277, 3.786, 0.358], [-0.946, 4.487, 1.956], [2.545, 3.768, 1.470], [1.352, 4.880, 2.247], [1.553, 4.886, 0.472], [-2.034, -2.171, -2.679], [-2.791, 0.797, -3.659], [-2.997, -1.804, -2.287], [-3.452, 0.586, -2.800], [-2.891, -0.413, -1.908], [-3.284, -2.378, -1.399], [-2.277, -0.063, -0.740], [-1.812, -0.849, 0.095], [-3.613, 1.516, -2.244], [-2.198, 1.032, -0.599], [-3.769, -1.880, -3.057], [-4.416, 0.243, -3.197], [-0.201, -0.448, -3.855], [0.828, 0.316, -3.294], [-0.462, 2.418, -2.668], [0.732, 1.704, -2.807], [-1.392, 1.877, -2.795], [-0.454, 3.774, -2.369], [1.511, -0.315, -2.756], [1.940, 2.367, -2.460], [-1.395, 4.311, -2.302], [0.749, 4.454, -2.179], [1.951, 3.736, -2.204], [2.866, 1.789, -2.385], [0.754, 5.530, -1.989], [2.905, 4.245, -2.024], [0.181, -4.193, -0.868], [0.728, -2.088, -1.345], [-1.605, -4.676, -1.185], [1.471, -4.591, 0.508], [0.937, -5.373, -2.155], [-2.366, -4.108, -0.640], [-1.689, -5.728, -0.879], [-1.806, -4.635, -2.260], [0.384, -5.368, -3.103], [0.869, -6.390, -1.728], [1.996, -5.153, -2.346], [1.994, -3.745, 0.995], [2.266, -5.168, 0.032], [1.034, -5.198, 1.297], [-1.518, 2.434, 10.513], [-1.240, 1.865, 9.530], [-0.908, 1.157, 8.326], [-1.385, 1.580, 7.080], [-1.096, 0.869, 5.907], [-0.261, -0.254, 6.003], [0.194, -0.722, 7.246], [-0.114, 0.007, 8.398], [0.311, -0.810, 4.844], [1.424, -1.661, 4.842], [1.817, -1.808, 3.551], [0.867, -1.207, 2.757], [-0.005, -0.542, 3.543], [-1.982, 2.487, 7.031], [-1.482, 1.197, 4.935], [0.811, -1.624, 7.320], [0.276, -0.334, 9.351], [1.830, -2.116, 5.726], [2.665, -2.299, 3.109], [-0.846, 0.070, 3.270]], "homo_ev": [-1.2, -5.1], "multiplicity": 3, "de_lowest_ev": 1.440, "s_squared": 2.0267, "total_charge": -1}

=====

{"formula": "C21H25N5O3OsS2", "method": "ωB97M-V/def2-TZVPD", "species": ["Os", "C", "C", "N", "C", "C", "N", "H", "H", "H", "H", "H", "H", "C", "N", "C", "S", "N", "C", "H", "H", "H", "H", "H", "H", "H", "H", "O", "S", "O", "N", "C", "O", "C", "C", "C", "C", "C", "C", "H", "H", "H", "H", "C", "C", "C", "C", "C", "C", "C", "H", "H", "H", "H", "H", "H", "H"], "coordinates": [[-0.559, 0.429, -0.323], [2.166, 2.510, 1.424], [2.458, 1.374, 0.518], [1.587, 0.634, -0.167], [2.331, -0.330, -0.852], [3.640, -0.136, -0.598], [3.696, 0.938, 0.264], [1.148, 2.426, 1.798], [2.285, 3.462, 0.904], [2.841, 2.503, 2.279], [1.869, -1.081, -1.468], [4.518, -0.663, -0.925], [4.537, 1.322, 0.667], [0.169, 6.034, 1.219], [-0.467, 4.736, 0.949], [-0.435, 3.977, -0.128], [-1.498, 2.552, -0.089], [0.211, 4.237, -1.248], [0.952, 5.441, -1.659], [0.192, 6.160, 2.298], [-0.405, 6.848, 0.780], [1.190, 6.050, 0.853], [-1.097, 4.398, 1.662], [0.083, 3.536, -1.961], [0.371, 6.336, -1.460], [1.108, 5.364, -2.731], [1.924, 5.497, -1.173], [-0.899, -5.269, 2.477], [-1.728, -4.234, 1.974], [-3.078, -4.469, 1.560], [-0.962, -3.469, 0.682], [-0.788, -2.249, 0.979], [-0.289, -1.401, 0.055], [-1.160, -1.761, 2.322], [-1.029, -0.512, 2.900], [-1.473, -0.346, 4.206], [-2.021, -1.415, 4.912], [-2.143, -2.675, 4.334], [-1.705, -2.815, 3.035], [-0.574, 0.327, 2.375], [-1.382, 0.616, 4.692], [-2.349, -1.266, 5.931], [-2.562, -3.506, 4.884], [-2.221, -0.134, -1.605], [-3.349, -0.268, -0.717], [-3.658, -1.551, -0.179], [-4.739, -1.722, 0.647], [-5.547, -0.623, 0.959], [-5.282, 0.644, 0.422], [-4.202, 0.826, -0.403], [-2.253, 0.680, -2.329], [-1.866, -1.069, -2.032], [-3.063, -2.406, -0.467], [-4.972, -2.705, 1.032], [-6.407, -0.759, 1.603], [-5.943, 1.470, 0.647], [-4.011, 1.793, -0.848]], "homo_ev": [-14.3, -14.6], "multiplicity": 5, "de_lowest_ev": 1.172, "s_squared": 6.0456, "total_charge": 2}

=====

{"formula": "C2H3I2NO2P", "method": "ωB97M-V/def2-TZVPD", "species": ["C", "C", "N", "O", "O", "P", "I", "I", "H", "H", "H"], "coordinates": [[0.742, 1.508, -0.516], [-0.390, -0.158, -1.369], [-0.449, -1.069, -0.368], [0.878, 1.099, 0.616], [0.974, 2.376, -1.289], [0.097, -0.896, 1.097], [-2.296, 0.524, -2.154], [-0.989, 0.120, 3.093], [0.220, -0.442, -2.221], [1.412, -0.864, 1.599], [-0.199, -2.199, 1.512]], "homo_ev": -3.4, "de_lowest_ev": 1.602, "total_charge": -1}